# C2H10N2O

A cluster of 2 separate species, C2H10N2O in total at a distorted geometry (ωB97M-V/def2-TZVPD, the OMol25 dataset).

HOMO (alpha / beta) = 1.325 / -5.810 eV
Max |F| = 5.71 eV/Å
ΔE to the lowest compared entry with this formula, charge and spin = 1.937 eV
2S+1 = 2
Total charge = -1
LUMO (alpha / beta) = 3.43 / 3.34 eV
Total energy = -7260.5716 eV

```
15
Properties=species:S:1:pos:R:3:forces:R:3
C 0.7791 -0.7475 0.4289 -2.62 -0.08 2.97
N 0.6841 0.5805 1.0631 -0.10 1.42 1.23
C -0.7819 1.0801 1.3851 1.29 0.16 -5.56
N -1.1274 2.0347 2.3910 2.74 -4.14 2.59
H 0.2620 -0.9102 -0.4549 0.08 0.47 -2.81
H 1.6577 -1.3285 0.5720 1.22 0.30 -0.30
H 0.0480 -1.4050 0.9718 0.49 0.41 0.60
H 1.3140 1.3016 0.6638 -0.96 -0.81 0.12
H -1.2276 0.1361 1.4608 -1.04 -1.24 0.99
H -1.1714 1.4088 0.3298 0.29 -0.05 1.86
H -0.3666 1.7597 3.1282 -1.99 1.60 -1.13
H -1.1248 2.9641 2.1215 0.62 1.94 -0.62
H 1.0227 -2.3134 -4.2020 0.87 -0.52 -0.25
H -0.1047 -2.4691 -5.3745 0.89 0.11 0.91
O 0.1368 -2.0919 -4.4846 -1.78 0.44 -0.60
```
Forces are in eV/Å.

natural (NBO) charges, unit e, in atom order:
1. C -0.61
2. N -0.70
3. C -0.07
4. N -0.84
5. H 0.19
6. H 0.20
7. H 0.17
8. H 0.35
9. H 0.17
10. H 0.15
11. H 0.36
12. H 0.36
13. H 0.31
14. H 0.33
15. O -1.39



# C2H10N2O

A cluster of 2 separate species, C2H10N2O in total at a distorted geometry (ωB97M-V/def2-TZVPD, the OMol25 dataset).

HOMO = -9.329 eV
Max |F| = 2.96 eV/Å
ΔE to the lowest compared entry with this formula, charge and spin = 1.639 eV
LUMO = 0.66 eV
Total energy = -7262.2843 eV

```
15
Properties=species:S:1:pos:R:3:forces:R:3
N -2.8482 -0.6011 -0.1116 1.45 1.23 2.27
C -2.9405 0.8633 0.4470 -1.59 -1.54 -1.97
N -2.1485 1.9514 -0.0752 1.13 -0.59 2.31
H -2.1807 -1.1518 0.5203 -1.25 1.07 -1.00
H -2.3006 -0.4847 -0.9366 0.29 -0.22 -1.05
H -3.1875 0.7131 1.4673 1.30 0.53 1.53
H -3.8950 1.2490 0.1771 -1.34 -0.43 -0.84
H -2.1758 1.9903 -1.0541 -0.43 0.02 -1.50
H -1.1769 1.9211 0.1767 0.44 -0.07 0.25
C 4.3228 -1.3434 -0.2272 0.63 -0.02 -0.95
O 3.0730 -0.7860 0.1328 0.21 -0.44 -0.04
H 4.4061 -1.5111 -1.3433 -0.04 0.36 1.00
H 4.4041 -2.3294 0.2046 0.10 -0.12 0.40
H 5.1435 -0.6749 0.1171 -0.27 -0.63 -0.24
H 3.0623 -0.0049 -0.4030 -0.64 0.86 -0.18
```
Forces are in eV/Å.

natural (NBO) charges, unit e, in atom order:
1. N -0.84
2. C -0.09
3. N -0.83
4. H 0.34
5. H 0.34
6. H 0.19
7. H 0.17
8. H 0.36
9. H 0.35
10. C -0.25
11. O -0.71
12. H 0.16
13. H 0.18
14. H 0.16
15. H 0.46